This record from the Open Molecules 2025 dataset describes 5 unconnected molecules or ions with the total composition C58H129NO3P3. The level of theory is ωB97M-V/def2-TZVPD.

Computed properties:
E_HOMO = -14.22 eV
LUMO = -5.028 eV
M = 981.596 g/mol
HOMO-LUMO gap = 9.19 eV
charge = +3

```
194
Properties=species:S:1:pos:R:3:mulliken_charge:R:1
C -4.60 12.32 8.13 -1.667
C -3.37 11.55 8.59 -0.215
C -2.10 12.43 8.39 0.048
C -0.88 11.55 8.29 -1.166
N 0.45 12.28 8.46 0.910
C 1.56 11.27 8.37 -0.659
C 2.70 11.95 7.59 -1.028
C 2.21 13.36 7.26 1.079
C 0.70 13.33 7.42 -1.032
C 0.50 12.86 9.83 -0.374
H -4.62 13.31 8.58 0.309
H -5.52 11.74 8.29 0.429
H -4.60 12.39 7.04 0.458
H -3.32 10.59 8.08 0.571
H -3.31 11.46 9.68 0.050
H -2.04 13.18 9.17 0.034
H -2.25 12.96 7.45 0.378
H -0.80 11.04 7.33 0.403
H -0.85 10.85 9.13 0.329
H 1.78 10.74 9.29 0.489
H 1.19 10.44 7.76 0.373
H 3.65 12.03 8.12 0.299
H 2.98 11.35 6.72 0.485
H 2.68 14.11 7.90 -1.303
H 2.43 13.71 6.26 0.751
H 0.25 14.27 7.74 0.371
H 0.28 12.90 6.51 0.644
H 1.39 13.51 9.87 -0.010
H 0.63 12.11 10.60 0.191
H -0.36 13.48 10.04 -0.238
C 1.18 23.17 8.85 -1.198
C 1.92 22.75 10.12 -0.332
C 1.01 22.25 11.27 -0.707
C 0.10 21.11 10.77 -0.021
P -1.07 20.51 11.99 0.886
C -2.18 21.81 12.59 -0.913
C -2.88 22.57 11.47 -0.196
C -4.02 23.47 11.94 -0.548
C -4.62 24.28 10.79 -1.311
C -0.45 19.51 13.34 -1.587
C 0.89 18.82 13.12 1.333
C 1.49 18.24 14.42 -0.743
C 2.07 16.84 14.14 -0.888
C -2.10 19.38 10.99 -1.273
C -2.26 19.66 9.48 -0.461
C -3.43 18.84 8.95 -0.565
C -3.42 18.77 7.42 -1.378
H 0.65 24.12 8.95 0.285
H 0.59 22.37 8.41 0.319
H 1.98 23.37 8.14 0.434
H 2.45 23.62 10.50 0.517
H 2.62 21.94 9.90 -0.050
H 0.43 23.14 11.54 0.367
H 1.53 21.92 12.17 0.382
H 0.70 20.27 10.40 -0.254
H -0.51 21.56 9.99 0.310
H -1.70 22.53 13.26 0.609
H -2.90 21.25 13.19 0.557
H -3.34 21.82 10.82 0.042
H -2.22 23.16 10.84 0.183
H -3.62 24.14 12.70 0.410
H -4.83 22.93 12.45 0.355
H -3.83 24.65 10.15 0.347
H -5.09 25.16 11.24 0.390
H -5.48 23.86 10.26 0.322
H -1.19 18.76 13.65 0.545
H -0.39 20.20 14.19 0.550
H 1.58 19.64 12.87 -0.318
H 1.03 18.19 12.24 -0.383
H 0.73 18.16 15.19 0.468
H 2.37 18.79 14.72 0.293
H 2.19 16.23 15.05 0.521
H 3.08 16.90 13.73 0.070
H 1.44 16.25 13.47 0.185
H -3.02 19.07 11.49 0.748
H -1.44 18.49 11.04 0.552
H -1.37 19.31 8.95 0.135
H -2.39 20.71 9.25 0.833
H -4.41 19.20 9.28 0.430
H -3.35 17.84 9.39 0.127
H -3.28 19.75 6.96 0.338
H -4.31 18.22 7.12 0.424
H -2.60 18.14 7.07 0.294
C -8.13 11.99 18.05 -1.160
C -9.31 11.71 17.11 -0.769
C -8.96 11.55 15.64 -0.329
C -7.80 10.58 15.43 -0.619
P -6.70 10.96 14.05 0.101
C -5.53 9.60 13.79 -1.272
C -4.75 9.52 12.46 -0.316
C -5.48 8.75 11.38 0.066
C -4.59 8.36 10.20 -1.293
C -7.81 11.03 12.60 -1.284
C -8.80 9.86 12.48 -0.563
C -10.22 10.29 12.18 -0.750
C -10.42 10.93 10.79 -1.225
C -5.93 12.59 14.19 -0.649
C -5.39 13.12 12.86 -0.181
C -4.12 13.93 13.00 -1.018
C -3.43 14.34 11.70 -0.463
H -7.67 11.07 18.41 0.308
H -8.53 12.53 18.92 0.392
H -7.40 12.67 17.61 0.261
H -10.10 12.45 17.29 0.481
H -9.89 10.91 17.59 0.358
H -8.72 12.56 15.28 0.388
H -9.79 11.23 15.00 0.026
H -8.16 9.55 15.47 0.703
H -7.02 10.61 16.21 0.437
H -6.16 8.71 13.87 0.568
H -4.87 9.49 14.66 0.559
H -3.82 8.98 12.68 0.675
H -4.43 10.50 12.12 -0.293
H -6.28 9.35 10.94 0.007
H -5.83 7.80 11.78 0.366
H -4.30 9.24 9.61 0.004
H -5.19 7.81 9.47 0.443
H -3.69 7.79 10.42 0.416
H -7.32 11.25 11.66 0.765
H -8.41 11.92 12.83 0.820
H -8.83 9.29 13.41 0.390
H -8.48 9.15 11.72 0.440
H -10.62 10.99 12.92 0.122
H -10.92 9.45 12.19 0.523
H -9.98 11.92 10.80 0.290
H -11.45 10.90 10.44 0.406
H -9.94 10.27 10.05 0.297
H -5.07 12.42 14.85 0.560
H -6.61 13.25 14.73 0.588
H -6.19 13.68 12.34 0.448
H -5.33 12.34 12.09 -0.122
H -3.43 13.30 13.58 0.389
H -4.31 14.77 13.68 0.420
H -2.47 14.84 11.81 0.358
H -4.10 15.01 11.16 0.300
H -3.30 13.40 11.17 -0.319
C 3.65 18.90 10.78 -0.251
C 4.80 18.75 9.80 1.003
C 6.07 18.21 10.45 -1.438
C 5.90 16.83 11.05 -0.518
P 6.09 15.38 9.97 0.758
C 5.64 13.94 10.95 -1.683
C 4.17 13.51 10.90 1.431
C 3.99 12.14 11.54 -0.589
C 4.25 12.12 13.05 -1.391
C 5.13 15.46 8.44 0.609
C 5.63 16.39 7.33 -1.049
C 4.61 16.68 6.22 -1.037
C 3.19 17.05 6.69 -0.499
C 7.88 15.42 9.63 -0.876
C 8.42 14.11 9.06 -0.570
C 9.95 14.12 8.92 -0.646
C 10.64 14.53 10.22 -1.196
H 3.71 19.64 11.58 0.532
H 3.34 17.95 11.22 -0.249
H 2.72 19.13 10.24 -0.465
H 5.00 19.75 9.42 0.696
H 4.46 18.13 8.97 -1.282
H 6.36 18.92 11.23 0.486
H 6.86 18.30 9.69 0.456
H 4.89 16.67 11.45 -0.072
H 6.54 16.60 11.90 0.836
H 5.95 14.04 12.00 0.608
H 6.33 13.16 10.61 0.702
H 3.82 13.46 9.87 -1.084
H 3.58 14.28 11.40 0.038
H 4.52 11.35 11.01 0.504
H 2.94 11.82 11.45 0.031
H 3.85 11.24 13.54 0.450
H 3.83 13.00 13.55 0.270
H 5.32 12.19 13.24 0.323
H 4.15 15.76 8.84 -0.870
H 4.91 14.47 8.03 1.092
H 6.45 15.85 6.84 0.483
H 6.03 17.31 7.75 0.386
H 4.64 15.92 5.44 0.410
H 4.96 17.58 5.73 0.432
H 2.81 17.50 5.77 0.509
H 3.15 17.85 7.43 0.095
H 2.45 16.30 6.96 -0.206
H 8.34 15.65 10.59 0.647
H 8.13 16.25 8.97 0.611
H 7.97 13.85 8.11 0.284
H 8.25 13.29 9.77 0.148
H 10.31 14.80 8.14 0.332
H 10.34 13.15 8.62 0.429
H 10.34 13.91 11.06 0.307
H 10.66 15.60 10.44 0.304
H 11.71 14.32 10.09 0.404
O 0.56 17.85 9.31 -0.527
C 0.91 16.61 9.77 -0.017
O -0.12 15.99 10.21 -0.556
O 2.08 16.26 9.94 -0.071
H -0.31 17.45 9.65 0.142
```